ORCA calculation (ωB97M-V/def2-TZVPD) on a structure of composition C56H112N6O16 at a distorted geometry.

energy relative to the best compared isomer or geometry (same formula, charge and spin)	0.000	eV
charge	+2
frontier orbital gap	0.0459	Ha
calculated total energy	-101553.7015	eV

Each line ends with the Löwdin charge.
Atoms and positions in Å:
C -1.37180 6.46168 -2.31305  0.019
C -2.01147 5.01859 -2.42313  -0.388
C -1.49024 4.06245 -1.32718  -0.112
C -2.18386 4.39920 0.05341  -0.150
C -3.70336 4.14742 -0.05926  -0.123
C -4.33107 5.17091 -1.09343  -0.406
N -3.54106 5.08654 -2.40294  0.126
O -4.14459 5.67131 -3.41709  0.205
C -4.42059 6.61284 -0.53650  0.002
C -5.77910 4.71493 -1.36214  -0.019
C -1.54521 4.33611 -3.72687  -0.019
H -1.87391 7.08134 -1.57007  0.065
H -1.36562 6.99363 -3.26441  0.100
H -0.31655 6.50074 -2.04287  0.098
H -0.40824 4.14707 -1.22609  0.115
H -1.73856 3.02069 -1.53007  0.111
H -1.96824 5.42777 0.34261  0.106
H -1.87719 3.81811 0.92312  0.087
H -4.23265 4.30226 0.88094  0.121
H -3.94197 3.15642 -0.44537  0.088
H -4.95655 7.20316 -1.27971  0.101
H -3.49669 7.15339 -0.33077  0.070
H -4.99559 6.61413 0.38950  0.107
H -5.71573 3.80964 -1.96591  0.072
H -6.46754 5.31590 -1.95626  0.103
H -6.35095 4.43493 -0.47745  0.099
H -0.53021 4.63530 -3.98837  0.093
H -2.11673 4.61856 -4.61099  0.097
H -1.58459 3.24738 -3.69235  0.080
C -2.50735 -2.04054 3.22236  0.004
C -3.99622 -1.75368 3.67238  -0.389
C -4.24046 -0.77075 4.80692  -0.127
C -3.78371 0.69132 4.52699  -0.161
C -4.46597 1.25108 3.28827  -0.114
C -4.54678 0.31288 2.03902  -0.347
N -4.81160 -1.19950 2.50614  0.125
O -5.16886 -2.12466 1.50788  0.106
C -3.18684 0.27684 1.23548  -0.001
C -5.69688 0.71994 1.09254  -0.006
C -4.68843 -3.15544 4.06271  0.003
H -2.09641 -2.66994 4.01171  0.083
H -1.85006 -1.17556 3.13346  0.066
H -2.46953 -2.70960 2.36269  0.090
H -3.84347 -1.09362 5.76935  0.133
H -5.27606 -0.74553 5.14603  0.132
H -2.69515 0.66438 4.47795  0.087
H -3.91683 1.36991 5.36954  0.126
H -4.03196 2.21466 3.02131  0.125
H -5.48897 1.44523 3.61053  0.127
H -2.97996 -0.57912 0.59312  0.070
H -2.31548 0.37440 1.88305  0.061
H -3.15477 1.21513 0.68169  0.086
H -5.56887 1.70255 0.63844  0.087
H -6.65815 0.59998 1.59222  0.099
H -5.81065 0.00768 0.27532  0.080
H -4.23613 -4.01538 3.56869  0.089
H -5.76066 -3.06013 3.89148  0.087
H -4.72670 -3.33301 5.13747  0.092
C 2.15306 -4.97615 4.30347  -0.007
C 2.00363 -3.71000 3.48742  -0.413
C 2.81175 -2.45454 3.99095  -0.129
C 4.28482 -2.68754 3.86483  -0.160
C 4.72224 -2.76017 2.32506  -0.078
C 3.98406 -3.98392 1.64112  -0.309
N 2.45973 -3.90713 2.06905  0.135
O 1.53751 -4.41484 1.15609  0.148
C 4.52641 -5.40978 2.16007  0.040
C 4.07255 -3.79560 0.05218  0.016
C 0.46015 -3.28879 3.46179  -0.028
H 1.56676 -4.80897 5.20703  0.107
H 3.16116 -5.16139 4.67427  0.076
H 1.83385 -5.90048 3.82199  0.111
H 2.64787 -2.26919 5.05250  0.133
H 2.56280 -1.63695 3.31443  0.097
H 4.67829 -3.54456 4.41145  0.110
H 4.82373 -1.81880 4.24295  0.117
H 5.80338 -2.83558 2.20858  0.137
H 4.47023 -1.83485 1.80701  0.098
H 5.57362 -5.49929 1.87123  0.112
H 3.91674 -6.14272 1.63166  0.097
H 4.47528 -5.57217 3.23669  0.060
H 5.01630 -3.40923 -0.33273  0.102
H 3.25841 -3.14532 -0.26785  0.070
H 3.77720 -4.75521 -0.37208  0.062
H 0.08837 -2.68952 4.29290  0.064
H -0.15354 -4.18836 3.41434  0.090
H 0.42277 -2.67630 2.56092  0.063
C -0.89212 -4.40998 -1.15274  -0.020
C -2.18245 -3.99996 -1.91274  -0.425
C -3.20422 -3.49063 -0.90171  -0.130
C -4.17622 -2.63785 -1.62448  -0.178
C -3.60675 -1.43446 -2.39233  -0.129
C -2.50851 -1.83405 -3.40385  -0.377
N -1.65953 -2.94918 -2.84986  0.125
O -0.61044 -3.37559 -3.72564  0.108
C -1.50705 -0.63649 -3.74812  0.008
C -3.21050 -2.32464 -4.71665  0.021
C -2.64827 -5.30481 -2.60325  0.016
H -0.33242 -3.57005 -0.74120  0.067
H -0.08922 -4.66498 -1.84443  0.079
H -1.13365 -5.11575 -0.35797  0.105
H -2.79774 -2.96192 -0.03953  0.104
H -3.79527 -4.29097 -0.45647  0.140
H -4.87403 -2.12109 -0.96561  0.098
H -4.77363 -3.07055 -2.42697  0.120
H -3.26762 -0.61708 -1.75595  0.095
H -4.37049 -0.89958 -2.95688  0.101
H -1.21997 0.02310 -2.92919  0.057
H -1.94742 0.02441 -4.49470  0.092
H -0.59769 -1.11108 -4.11681  0.073
H -3.55003 -1.54623 -5.39994  0.106
H -4.08290 -2.94569 -4.51339  0.086
H -2.55743 -3.00721 -5.26044  0.090
H -2.67001 -6.19444 -1.97382  0.109
H -2.12449 -5.47127 -3.54455  0.099
H -3.67931 -5.17613 -2.93265  0.085
C 6.49292 2.74076 -2.02902  -0.062
C 5.11993 2.03403 -1.94614  -0.221
C 4.86139 1.20243 -3.29347  -0.084
N 3.57136 0.36638 -3.31011  -0.205
C 3.59880 -0.72019 -2.23256  0.022
C 3.40741 -0.24249 -4.75076  -0.027
C 2.50633 0.77796 -5.52918  -0.116
C 1.87830 1.75349 -4.51946  -0.151
C 2.21712 1.16110 -3.17507  -0.098
H 6.56048 3.54402 -1.29532  0.074
H 6.80903 2.99090 -3.04174  0.085
H 7.21260 2.01684 -1.64680  0.078
H 4.34863 2.80384 -1.92168  0.078
H 4.89446 1.47130 -1.04028  0.075
H 5.80552 0.66901 -3.40374  0.143
H 4.83937 1.85833 -4.16377  0.129
H 4.57712 -1.19989 -2.26207  0.108
H 2.83254 -1.44403 -2.51007  0.082
H 3.24880 -0.31651 -1.28247  0.084
H 3.09810 -1.27093 -4.56438  0.127
H 4.43017 -0.16882 -5.12041  0.125
H 1.77988 0.16749 -6.06557  0.113
H 3.06144 1.30775 -6.30331  0.116
H 0.81683 1.96809 -4.64329  0.106
H 2.33317 2.74402 -4.52713  0.111
H 1.45006 0.50633 -2.76155  0.101
H 2.34067 1.88151 -2.36647  0.110
C 0.40819 0.20584 5.23059  -0.090
C 0.68356 1.39256 4.30175  -0.194
C 1.92612 1.08277 3.32389  -0.072
N 2.28608 2.31274 2.41648  -0.209
C 1.01700 2.83345 1.69881  0.036
C 3.08875 3.39103 3.21878  -0.066
C 3.91395 4.11089 2.14440  -0.130
C 4.45255 2.90673 1.35285  -0.138
C 3.35996 1.85514 1.41855  -0.098
H -0.33397 0.35466 6.01492  0.082
H 1.32610 -0.07742 5.74566  0.081
H 0.07127 -0.60644 4.58655  0.040
H 1.03605 2.20811 4.93320  0.102
H -0.23005 1.77886 3.84984  0.087
H 1.64572 0.22521 2.71229  0.092
H 2.87728 0.90015 3.82394  0.127
H 1.26464 3.53110 0.89877  0.098
H 0.31677 3.27964 2.40500  0.091
H 0.60655 1.93062 1.24657  0.090
H 2.38110 4.00645 3.77427  0.131
H 3.77342 2.85204 3.87363  0.139
H 3.28485 4.74842 1.52321  0.109
H 4.72973 4.76042 2.46176  0.132
H 4.73125 3.12959 0.32292  0.093
H 5.35149 2.55791 1.86109  0.127
H 2.85783 1.63909 0.47553  0.120
H 3.80731 0.92876 1.77879  0.124
O -5.74411 1.09957 -4.32297  0.100
C -4.91098 2.00571 -3.78994  -0.870
O -4.40285 1.67578 -2.69903  -0.080
O -4.75606 3.11627 -4.31402  -0.009
H -5.59401 0.49409 -3.59327  0.065
O 2.45882 -5.00803 -2.30035  0.115
C 3.55215 -5.11137 -2.95180  -0.941
O 3.69188 -4.29443 -3.83782  0.058
O 4.36883 -6.05100 -2.76000  0.064
H 2.33369 -4.34241 -2.98071  0.071
O -0.53854 -0.12557 0.09730  0.068
C 0.50251 -0.88561 -0.20603  -0.858
O 0.56250 -1.20939 -1.40538  -0.031
O 1.31582 -1.21139 0.68765  -0.032
H -0.83355 -0.28604 -0.80204  0.068
O 6.77441 0.20473 1.11682  0.055
C 7.23990 -0.40343 0.03078  -0.960
O 6.43309 -1.15220 -0.49078  -0.038
O 8.40543 -0.25053 -0.30946  0.010
H 5.97817 -0.29621 0.92538  0.032